{"formula": "C3H8N2O2", "method": "ωB97M-V with the def2-TZVPD basis set", "elements": ["N", "C", "O", "N", "C", "C", "O", "H", "H", "H", "H", "H", "H", "H", "H"], "coordinates": [[-0.4166, -2.4143, 0.8211], [0.2160, -1.3165, 0.2862], [1.4171, -1.1167, 0.4594], [-0.5551, -0.4955, -0.4841], [0.0173, 0.7001, -1.0802], [0.0878, 1.8831, -0.1184], [0.8017, 1.6120, 1.0614], [0.1224, -2.8771, 1.5369], [-1.4142, -2.4022, 0.9656], [-1.5497, -0.6413, -0.5389], [-0.5822, 0.9693, -1.9563], [1.0218, 0.4410, -1.4291], [-0.9342, 2.1844, 0.1572], [0.5405, 2.7307, -0.6581], [1.2273, 0.7431, 0.9774]], "forces_ev_per_a": [[0.011, -0.037, 0.091], [0.094, 0.048, -0.034], [-0.347, -0.041, -0.020], [-0.016, -0.084, 0.103], [0.112, 0.054, -0.038], [-0.258, 0.133, -0.313], [0.077, -0.116, 0.073], [-0.074, 0.044, -0.081], [0.124, 0.030, -0.055], [0.128, -0.016, 0.025], [0.085, -0.007, 0.137], [-0.115, 0.057, 0.045], [0.123, -0.029, -0.020], [-0.041, -0.128, 0.097], [0.098, 0.092, -0.011]], "e_homo_ev": -9.77, "e_lumo_ev": 0.68, "homo_lumo_gap_ev": 10.4460, "e_above_lowest_ev": 0.246}